{
  "formula": "C2FI3O",
  "method": "ωB97M-V/def2-TZVPD",
  "symbols": ["C", "C", "O", "F", "I", "I", "I"],
  "coordinates": [[-1.733, -0.435, -0.893], [1.631, -0.090, 1.598], [-1.996, -1.469, -0.401], [2.357, -0.949, 0.950], [-2.799, 0.377, -2.539], [-0.076, 0.731, -0.174], [2.617, 1.834, 1.460]],
  "mulliken_charge": [0.145, -0.153, -0.358, -0.031, 0.100, 0.323, -0.026],
  "spin_multiplicity": 1,
  "e_above_lowest_kcal_mol": 56.03,
  "gap_ha": 0.2831,
  "largest_force_ev_per_a": 1.19
}

---

{
  "formula": "C2FN3",
  "method": "ωB97M-V/def2-TZVPD",
  "symbols": ["C", "C", "N", "N", "N", "F"],
  "coordinates": [[-0.849, 0.025, -1.389], [0.704, -0.308, 1.599], [-1.726, 0.408, -2.006], [0.229, -0.346, -0.641], [0.486, -0.077, 0.507], [1.228, 0.380, 2.516]],
  "mulliken_charge": [0.413, 0.088, -0.331, -0.757, 0.745, -0.157],
  "spin_multiplicity": 1,
  "e_above_lowest_kcal_mol": 52.73,
  "gap_ha": 0.3141,
  "largest_force_ev_per_a": 5.77
}

---

{
  "formula": "C2FN3OS",
  "method": "ωB97M-V/def2-TZVPD",
  "symbols": ["F", "C", "N", "N", "N", "C", "S", "O"],
  "coordinates": [[-0.495, 0.511, -2.342], [-0.132, 0.048, -1.180], [0.520, -1.048, -1.094], [0.855, -1.441, 0.201], [0.544, -0.745, 1.207], [-0.179, 0.459, 1.086], [-0.603, 1.363, 2.330], [-0.511, 0.852, -0.207]],
  "mulliken_charge": [-0.194, 0.693, -0.207, -0.233, -0.008, 0.386, -0.237, -0.199],
  "spin_multiplicity": 1,
  "e_above_lowest_kcal_mol": 0.00,
  "gap_ha": 0.3052,
  "largest_force_ev_per_a": 0.92,
  "smiles": "Fc1nnnc(=S)o1"
}

---

{
  "formula": "C2H10FGaN2O4P",
  "method": "ωB97M-V/def2-TZVPD",
  "symbols": ["O", "P", "O", "O", "C", "Ga", "F", "H", "H", "H", "H", "H", "H", "C", "O", "N", "N", "H", "H", "H", "H"],
  "coordinates": [[2.142, -2.303, 2.434], [2.033, -1.279, 1.367], [3.258, -0.214, 1.528], [2.358, -1.890, -0.101], [0.541, -0.386, 1.221], [-1.066, -1.602, 1.638], [-2.423, -0.997, 0.504], [3.719, -0.490, 2.329], [2.031, -2.798, -0.105], [0.601, 0.425, 1.950], [0.456, 0.076, 0.238], [-0.748, -3.126, 1.266], [-1.522, -1.387, 3.155], [-1.105, 2.102, -1.765], [-0.349, 2.381, -0.853], [-2.055, 1.131, -1.702], [-1.051, 2.779, -2.969], [-2.664, 0.937, -2.473], [-2.150, 0.571, -0.863], [-0.357, 3.496, -3.055], [-1.649, 2.573, -3.744]],
  "mulliken_charge": [-0.730, 0.747, -0.561, -0.550, -0.491, 0.448, -0.591, 0.305, 0.349, 0.362, 0.163, -0.260, -0.237, 0.616, -0.619, -0.287, -0.404, 0.138, 0.240, 0.220, 0.144],
  "spin_multiplicity": 1,
  "charge": -1,
  "gap_ha": 0.3110,
  "largest_force_ev_per_a": 0.33
}

---

{
  "formula": "C2H10N2",
  "method": "ωB97M-V/def2-TZVPD",
  "symbols": ["C", "N", "H", "H", "H", "H", "H", "C", "N", "H", "H", "H", "H", "H"],
  "coordinates": [[1.597, -1.789, -0.646], [0.822, -2.346, 0.463], [2.670, -1.737, -0.397], [1.225, -0.764, -0.815], [1.479, -2.364, -1.580], [1.290, -3.216, 0.741], [0.906, -1.709, 1.263], [-1.338, 2.101, -0.405], [-1.864, 1.503, 0.844], [-2.043, 2.004, -1.248], [-0.379, 1.638, -0.694], [-1.166, 3.174, -0.212], [-0.963, 1.242, 1.258], [-2.236, 2.262, 1.427]],
  "mulliken_charge": [-0.458, -0.559, 0.249, 0.067, 0.260, 0.226, 0.218, -0.538, -0.565, 0.210, 0.145, 0.265, 0.238, 0.242],
  "spin_multiplicity": 1,
  "e_above_lowest_kcal_mol": 19.03,
  "gap_ha": 0.3795,
  "largest_force_ev_per_a": 1.22,
  "smiles": "CN.CN"
}

---

{
  "formula": "C2H10N2",
  "method": "ωB97M-V/def2-TZVPD",
  "symbols": ["C", "N", "H", "H", "H", "H", "H", "C", "N", "H", "H", "H", "H", "H"],
  "coordinates": [[2.726, -1.246, -0.280], [2.448, 0.226, -0.447], [3.365, -1.715, -1.105], [3.050, -1.570, 0.770], [1.684, -1.768, -0.411], [1.209, 0.084, -0.302], [2.980, 0.740, 0.543], [-2.562, 0.287, -0.253], [-1.937, 1.191, 0.863], [-2.901, -0.724, 0.254], [-3.546, 0.894, -0.547], [-1.939, 0.276, -1.102], [-1.909, 2.049, 0.391], [-2.668, 1.276, 1.625]],
  "mulliken_charge": [-0.561, -0.563, 0.203, 0.225, 0.187, 0.253, 0.257, -0.684, -0.582, 0.231, 0.262, 0.294, 0.222, 0.257],
  "spin_multiplicity": 1,
  "e_above_lowest_kcal_mol": 76.07,
  "gap_ha": 0.3757,
  "largest_force_ev_per_a": 5.34,
  "smiles": "CN.CN"
}

---

{
  "formula": "C2H10N2O",
  "method": "ωB97M-V/def2-TZVPD",
  "symbols": ["N", "C", "C", "N", "H", "H", "H", "H", "H", "H", "H", "H", "O", "H", "H"],
  "coordinates": [[-2.168, -0.468, -1.022], [-1.257, -0.460, 0.091], [-0.259, 0.693, 0.041], [0.747, 0.600, 1.099], [-1.969, 0.247, -1.702], [-2.192, -1.343, -1.514], [-1.807, -0.347, 1.019], [-0.765, -1.422, 0.258], [-0.896, 1.586, 0.101], [0.235, 0.683, -0.931], [0.291, 0.345, 1.975], [1.011, 1.554, 1.337], [3.257, -0.848, -0.137], [2.294, -0.838, -0.107], [3.480, 0.019, -0.508]],
  "mulliken_charge": [-0.550, -0.418, -0.532, -0.565, 0.242, 0.228, 0.210, 0.318, 0.359, 0.299, 0.225, 0.229, -0.665, 0.298, 0.320],
  "spin_multiplicity": 1,
  "e_above_lowest_kcal_mol": 10.61,
  "gap_ha": 0.3762,
  "largest_force_ev_per_a": 1.00,
  "smiles": "NCCN.O"
}

---

{
  "formula": "C2H10N2O",
  "method": "ωB97M-V/def2-TZVPD",
  "symbols": ["N", "C", "C", "N", "H", "H", "H", "H", "H", "H", "H", "H", "O", "H", "H"],
  "coordinates": [[0.539, -0.909, 2.069], [0.166, -0.650, 0.669], [0.294, 0.865, 0.404], [0.205, 1.156, -1.033], [0.433, -1.894, 2.288], [1.541, -0.752, 2.094], [0.852, -1.121, -0.035], [-0.843, -0.976, 0.436], [1.306, 1.063, 0.790], [-0.339, 1.524, 0.989], [1.127, 1.075, -1.430], [-0.218, 2.040, -1.230], [-1.569, -0.848, -2.070], [-1.063, -0.100, -1.673], [-2.431, -0.472, -2.267]],
  "mulliken_charge": [-0.682, -0.451, -0.467, -0.588, 0.238, 0.238, 0.249, 0.432, 0.243, 0.316, 0.188, 0.223, -0.684, 0.433, 0.311],
  "spin_multiplicity": 1,
  "e_above_lowest_kcal_mol": 5.57,
  "gap_ha": 0.3847,
  "largest_force_ev_per_a": 1.24,
  "smiles": "NCCN.O"
}

---

{
  "formula": "C2H10N2O2",
  "method": "ωB97M-V/def2-TZVPD",
  "symbols": ["N", "C", "C", "N", "H", "H", "H", "H", "H", "H", "O", "H", "H", "O", "H", "H"],
  "coordinates": [[1.312, -0.254, 2.217], [0.789, 0.242, 0.998], [1.519, 0.821, 0.031], [0.784, 1.484, -0.991], [2.315, -0.286, 2.339], [0.943, -1.158, 2.509], [-0.309, 0.302, 0.991], [2.600, 0.750, -0.089], [1.093, 1.143, -1.895], [0.768, 2.493, -0.947], [-2.562, -1.597, -0.013], [-2.202, -0.829, 0.433], [-1.908, -1.622, -0.800], [-1.173, -0.446, -1.704], [-0.885, 0.408, -1.301], [-1.320, -0.201, -2.624]],
  "mulliken_charge": [-0.500, 0.008, -0.317, -0.561, 0.215, 0.235, 0.158, 0.283, 0.276, 0.196, -0.670, 0.294, 0.404, -0.693, 0.373, 0.300],
  "spin_multiplicity": 1,
  "e_above_lowest_kcal_mol": 27.06,
  "gap_ha": 0.3419,
  "largest_force_ev_per_a": 2.43,
  "smiles": "N/C=C/N.O.O"
}

---

{
  "formula": "C2H10N2O2",
  "method": "ωB97M-V/def2-TZVPD",
  "symbols": ["C", "N", "C", "N", "H", "H", "H", "H", "H", "H", "O", "H", "H", "O", "H", "H"],
  "coordinates": [[0.924, 0.522, 0.917], [-0.324, 0.362, 0.348], [-1.092, 1.459, 0.308], [-0.774, 2.518, 1.048], [1.698, -0.227, 0.695], [0.843, 0.486, 1.995], [1.481, 1.443, 0.777], [-2.094, 1.399, -0.171], [-1.504, 3.249, 1.047], [-0.294, 2.409, 1.905], [-2.058, -2.972, -1.458], [-1.620, -2.468, -2.095], [-2.784, -2.460, -1.328], [2.692, -1.972, -1.709], [1.809, -1.626, -1.420], [3.096, -2.123, -0.858]],
  "mulliken_charge": [-0.898, -0.381, 0.085, -0.407, 0.102, 0.364, 0.396, 0.289, 0.246, 0.208, -0.586, 0.297, 0.283, -0.647, 0.334, 0.315],
  "spin_multiplicity": 1,
  "e_above_lowest_kcal_mol": 35.20,
  "gap_ha": 0.3541,
  "largest_force_ev_per_a": 5.43,
  "smiles": "C/N=C\\N.O.O"
}

---

{
  "formula": "C2H10N2O2",
  "method": "ωB97M-V/def2-TZVPD",
  "symbols": ["N", "C", "C", "N", "H", "H", "H", "H", "H", "H", "O", "H", "H", "O", "H", "H"],
  "coordinates": [[1.515, 2.230, 0.504], [0.659, 1.495, -0.303], [0.122, 0.367, 0.154], [-0.620, -0.628, -0.603], [2.101, 1.678, 1.139], [1.063, 2.833, 1.214], [0.254, 1.772, -1.248], [0.343, -0.038, 1.113], [-1.197, -0.069, -1.196], [-1.211, -1.226, -0.003], [-2.707, -1.155, 1.688], [-1.890, -0.705, 1.972], [-2.495, -1.346, 0.781], [1.499, -1.589, -2.001], [1.800, -2.429, -1.675], [0.762, -1.192, -1.535]],
  "mulliken_charge": [-0.646, -0.037, -0.316, -0.588, 0.277, 0.244, 0.318, 0.271, 0.253, 0.063, -0.632, 0.329, 0.362, -0.711, 0.288, 0.524],
  "spin_multiplicity": 1,
  "e_above_lowest_kcal_mol": 42.27,
  "gap_ha": 0.3440,
  "largest_force_ev_per_a": 3.02,
  "smiles": "N/C=C/N.O.O"
}

---

{
  "formula": "C2H10N2O3",
  "method": "ωB97M-V/def2-TZVPD",
  "symbols": ["N", "C", "N", "C", "O", "H", "H", "H", "H", "H", "H", "O", "H", "H", "O", "H", "H"],
  "coordinates": [[0.702, -1.668, 0.173], [-0.411, -1.106, -0.551], [-1.224, 0.055, -0.126], [-1.760, -0.040, 1.106], [-1.787, -1.052, 1.749], [0.379, -2.369, 0.842], [1.163, -1.070, 0.907], [-1.174, -1.914, -0.666], [0.021, -0.863, -1.544], [-1.014, 0.951, -0.488], [-2.278, 0.904, 1.414], [1.176, 2.794, -0.465], [1.490, 1.916, -0.780], [0.976, 3.181, -1.330], [2.186, 0.408, -1.234], [2.638, -0.221, -1.810], [1.954, -0.077, -0.435]],
  "mulliken_charge": [-0.690, -0.643, -0.112, -0.005, -0.529, 0.322, 0.260, 0.347, 0.400, 0.331, 0.339, -0.653, 0.387, 0.332, -0.717, 0.325, 0.306],
  "spin_multiplicity": 1,
  "e_above_lowest_kcal_mol": 30.81,
  "gap_ha": 0.3860,
  "largest_force_ev_per_a": 2.96,
  "smiles": "NCNC=O.O.O"
}

---

{
  "formula": "C2H10N2O3",
  "method": "ωB97M-V/def2-TZVPD",
  "symbols": ["N", "C", "N", "C", "O", "H", "H", "H", "H", "H", "H", "O", "H", "H", "O", "H", "H"],
  "coordinates": [[1.721, -0.523, 1.415], [0.575, 0.284, 1.937], [-0.240, 0.576, 0.819], [-0.838, 1.818, 0.731], [-0.598, 2.764, 1.440], [1.536, -1.486, 1.265], [2.503, -0.258, 2.003], [1.097, 1.193, 2.248], [0.021, -0.099, 2.779], [-0.151, 0.200, -0.122], [-1.717, 1.724, 0.053], [-3.292, -2.040, -3.116], [-2.361, -1.924, -3.414], [-3.636, -2.047, -4.018], [1.648, -0.389, -1.478], [1.961, 0.328, -2.023], [1.772, -0.120, -0.520]],
  "mulliken_charge": [-0.599, -0.451, -0.178, 0.011, -0.534, 0.195, 0.209, 0.344, 0.281, 0.336, 0.325, -0.634, 0.317, 0.317, -0.706, 0.340, 0.428],
  "spin_multiplicity": 1,
  "e_above_lowest_kcal_mol": 38.42,
  "gap_ha": 0.3864,
  "largest_force_ev_per_a": 3.11,
  "smiles": "NCNC=O.O.O"
}

---

{
  "formula": "C2H10N2S2",
  "method": "ωB97M-V/def2-TZVPD",
  "symbols": ["C", "S", "S", "H", "H", "H", "H", "N", "C", "N", "H", "H", "H", "H", "H", "H"],
  "coordinates": [[0.056, -3.215, -0.873], [1.124, -1.795, -0.441], [0.164, -0.956, 1.215], [-0.915, -3.244, -0.390], [-0.193, -3.159, -1.936], [0.652, -4.107, -0.702], [0.650, -1.772, 2.193], [-1.082, 3.606, -1.239], [-0.572, 2.475, -0.472], [-0.742, 2.570, 0.977], [-0.692, 4.454, -0.847], [-2.084, 3.619, -1.149], [0.498, 2.446, -0.699], [-0.972, 1.530, -0.839], [0.149, 2.716, 1.416], [-1.236, 1.808, 1.426]],
  "mulliken_charge": [-0.757, -0.050, -0.229, 0.306, 0.273, 0.285, 0.162, -0.566, -0.386, -0.580, 0.242, 0.230, 0.293, 0.299, 0.253, 0.222],
  "spin_multiplicity": 1,
  "e_above_lowest_kcal_mol": 8.59,
  "gap_ha": 0.3451,
  "largest_force_ev_per_a": 1.02,
  "smiles": "CSS.NCN"
}

---

{
  "formula": "C2H10N3",
  "method": "ωB97M-V/def2-TZVPD",
  "symbols": ["C", "N", "H", "H", "H", "H", "H", "H", "N", "C", "N", "H", "H", "H", "H"],
  "coordinates": [[-1.420, 0.693, -1.721], [-1.733, -0.529, -1.011], [-1.179, 0.597, -2.773], [-2.303, 1.379, -1.805], [-0.738, 1.330, -1.165], [-1.714, -1.340, -1.619], [-2.672, -0.502, -0.633], [0.790, 1.311, 1.500], [0.848, -1.216, 1.196], [1.951, -0.417, 1.441], [1.719, 0.935, 1.597], [0.825, -2.215, 1.191], [0.150, -0.766, 0.625], [2.948, -0.788, 1.627], [2.528, 1.527, 1.549]],
  "lowdin_spin": [0.001, 0.002, 0.000, 0.000, 0.000, 0.000, 0.000, 0.011, 0.177, 0.553, 0.191, 0.004, 0.012, 0.045, 0.004],
  "spin_multiplicity": 2,
  "e_above_lowest_kcal_mol": 5.29,
  "gap_ha": [0.1987, 0.3605],
  "largest_force_ev_per_a": 2.45
}

---

{
  "formula": "C2H10N3",
  "method": "ωB97M-V/def2-TZVPD",
  "symbols": ["C", "C", "N", "N", "H", "H", "H", "H", "H", "H", "H", "N", "H", "H", "H"],
  "coordinates": [[-0.200, 1.300, -0.510], [-0.669, 0.234, -1.185], [-1.565, 0.186, -2.219], [0.522, 1.069, 0.688], [-0.398, 2.338, -0.704], [-0.363, -0.767, -0.871], [-2.092, -0.706, -2.328], [-2.144, 1.025, -2.395], [-0.027, 1.290, 1.499], [1.403, 1.535, 0.772], [0.750, 0.067, 0.782], [1.168, -1.607, 1.545], [1.313, -1.766, 2.554], [0.337, -2.167, 1.290], [1.965, -2.030, 1.082]],
  "mulliken_charge": [-0.317, -0.047, -0.469, -0.136, 0.407, 0.197, 0.268, 0.249, 0.371, 0.395, 0.196, -0.917, 0.264, 0.276, 0.262],
  "spin_multiplicity": 1,
  "charge": 1,
  "e_above_lowest_kcal_mol": 25.24,
  "gap_ha": 0.3622,
  "largest_force_ev_per_a": 1.84
}

---

| no. | DFT total energy (Ha) |
| --- | --- |
| 1 | -1144.2670 |
| 2 | -340.1614 |
| 3 | -813.6774 |
| 4 | -2858.9178 |
| 5 | -191.6671 |
| 6 | -191.5762 |
| 7 | -266.9274 |
| 8 | -266.9354 |
| 9 | -342.1507 |
| 10 | -342.1378 |
| 11 | -342.1265 |
| 12 | -417.4244 |
| 13 | -417.4123 |
| 14 | -988.0612 |
| 15 | -246.3740 |
| 16 | -246.2184 |